Record 1
Formula: C4H7O3Tb
Source: the Open Molecules 2025 dataset
Level of theory: the ωB97M-V functional and the def2-TZVPD basis

Structure (XYZ):
```
15
Properties=species:S:1:pos:R:3:forces:R:3:lowdin_spin:R:1
O 1.94917 1.66183 -0.15000 2.5705 -0.9407 -0.8330 0.004
C 2.37743 0.40402 0.19167 1.2937 -5.9574 -0.1403 0.069
C 1.34506 -0.64567 -0.07270 -1.2077 0.9859 1.1968 0.623
O 0.10525 -0.20501 0.39235 -0.5301 0.1739 0.1762 0.128
C -1.10570 -0.77924 -0.11655 -0.7380 -0.4386 -0.4778 0.005
C -2.20330 0.25557 0.13534 -1.1930 -1.5315 0.3727 -0.001
O -1.81735 1.52410 -0.28403 -0.9581 -0.8468 -0.1500 -0.033
Tb 0.05097 2.06535 -0.06830 -0.6975 3.3468 0.1868 6.122
H 2.90464 0.33256 1.16504 -0.6103 0.2664 -0.4230 0.016
H 1.32094 -1.43408 -0.83529 -0.0974 0.3354 0.3841 0.038
H -1.30613 -1.73703 0.38574 0.0222 0.3314 -0.1298 0.001
H -0.97481 -0.95347 -1.19676 -0.0321 0.0124 0.2602 0.002
H -2.44705 0.24299 1.21784 0.0715 0.1673 -0.4277 0.000
H -3.10933 -0.09993 -0.39248 0.3037 0.2308 0.2047 0.000
H 2.91019 -0.63198 -0.37186 1.8025 3.8647 -0.1998 0.026
```
Positions in Å, forces in eV/Å.

Summary:
Charge   +1
Kohn-Sham gap (alpha / beta)   7.3146 / 9.3261 eV
Energy above the lowest of the compared OMol25 structures with the same formula, charge and spin   24.5 kcal per mole
Highest occupied orbital energy (alpha / beta)   -0.4568 / -0.5003 hartree
2S+1   8
⟨S²⟩   16.5833



Record 2
Formula: C4H7O4Sn
Source: the Open Molecules 2025 dataset
Level of theory: the ωB97M-V functional and the def2-TZVPD basis

Structure (XYZ):
```
16
Properties=species:S:1:pos:R:3:forces:R:3:nbo_charge:R:1
C -2.18745 1.02221 0.81329 1.2247 1.3929 -0.0802 0.903
O -3.22660 1.23408 0.26082 -0.0011 -0.7253 -0.4187 -0.658
O -1.57653 1.29051 1.82708 -0.3299 -0.3727 0.3288 -0.725
Sn 1.02269 0.51119 2.08424 0.7553 0.1277 0.7346 0.662
O 1.47350 1.49116 0.33091 1.7622 0.4111 1.5978 -0.924
C 0.72956 1.38655 -0.72513 -1.6540 0.4340 -0.7313 -0.049
C -0.62266 -0.13412 -0.29507 -2.9640 -0.9456 -1.7397 -0.396
O 0.20956 -0.91229 0.55509 0.9617 0.0391 0.3407 -0.642
C 1.09055 -1.81821 -0.07242 0.4622 -0.1525 -0.2558 -0.252
H 1.24810 1.03521 -1.64102 -0.3526 0.0920 0.1300 0.108
H -0.04176 2.17481 -0.83917 0.4182 -0.2595 -0.4323 0.129
H -0.57149 -0.37602 -1.37059 0.9948 0.1066 -0.2603 0.155
H -1.52605 -0.76243 -0.23136 -1.0631 -0.1860 0.4895 0.142
H 1.98226 -1.87927 0.56371 -0.1501 -0.2393 -0.1380 0.198
H 0.60286 -2.79776 -0.18927 0.0675 0.1707 0.1131 0.168
H 1.39345 -1.46560 -1.07112 -0.1318 0.1068 0.3219 0.181
```
Positions in Å, forces in eV/Å.

Summary:
Charge   -1
Kohn-Sham gap (alpha / beta)   4.7483 / 4.1400 eV
Highest occupied orbital energy (alpha / beta)   -0.0458 / -0.0256 hartree



Record 3
Formula: C4H7OP
Source: the Open Molecules 2025 dataset
Level of theory: the ωB97M-V functional and the def2-TZVPD basis

Structure (XYZ):
```
13
Properties=species:S:1:pos:R:3:forces:R:3:nbo_charge:R:1
C -0.42867 0.33748 -0.08009 -1.5404 2.3867 -2.1962 -0.316
C 0.11667 -0.73712 0.30966 1.6549 -5.1978 -0.7892 -0.068
C -1.15175 0.47954 -1.40993 -1.4211 -1.0775 0.4606 -0.620
C 0.98958 -1.18710 1.44203 -1.7827 2.2024 0.0497 -0.677
O -1.65464 -2.74071 -1.41602 -1.2492 -0.5407 -0.2560 -0.975
P -0.21692 -2.58327 -1.53543 1.2326 2.0964 2.1406 1.174
H -0.41012 1.28708 0.39076 0.2558 0.7141 1.3313 0.197
H -1.29492 1.50736 -1.78054 0.0783 -0.5052 0.2905 0.218
H -0.64000 -0.12871 -2.12563 0.6533 0.0546 -0.8821 0.187
H -2.12397 -0.09469 -1.34767 0.5946 1.1141 0.0223 0.233
H 0.96445 -0.35589 2.16743 0.6525 -0.1936 -0.0412 0.209
H 0.70051 -2.04113 1.98753 -1.0003 -1.1464 0.3787 0.220
H 1.93655 -1.42633 1.07957 1.8717 0.0929 -0.5089 0.218
```
Positions in Å, forces in eV/Å.

Summary:
Kohn-Sham gap (alpha / beta)   6.7247 / 6.7261 eV
Energy above the lowest of the compared OMol25 structures with the same formula, charge and spin   71.4 kcal per mole
Highest occupied orbital energy (alpha / beta)   -0.2810 / -0.2811 hartree



Record 4
Formula: C4H7OPr
Source: the Open Molecules 2025 dataset
Level of theory: the ωB97M-V functional and the def2-TZVPD basis

Structure (XYZ):
```
13
Properties=species:S:1:pos:R:3:forces:R:3:nbo_charge:R:1
C -1.86756 0.39691 1.34084 0.3270 -1.8089 -0.0916 -0.590
C -0.34070 0.40567 1.52138 0.5618 0.3527 0.9814 -0.527
C 0.30665 1.54043 0.83921 0.3431 0.9722 -1.1516 0.548
O 1.34039 1.46906 0.17255 -0.0677 -0.7633 0.2700 -0.726
Pr 3.28462 0.34749 -1.00345 0.1324 0.3768 -0.0597 1.967
H -2.27260 1.38324 1.64027 -0.4509 -0.1803 0.2955 0.375
H 0.12717 -0.54273 1.23082 -0.1136 0.2063 0.2689 0.246
H -2.11929 0.24400 0.28033 -0.3844 0.1216 0.3256 0.297
H -0.10281 0.67928 2.58542 -0.0789 -0.6020 -0.4319 0.305
C -2.44295 -0.68324 2.18195 -0.4560 1.9544 -0.5022 0.399
H -2.06149 -0.87572 3.18604 0.1209 -0.2281 -0.0557 0.241
H -3.32538 -1.22510 1.84535 -0.0117 -0.2380 -0.0023 0.260
H -0.16399 2.53765 0.91870 0.0779 -0.1634 0.1536 0.204
```
Positions in Å, forces in eV/Å.

Summary:
Charge   +3
Kohn-Sham gap (alpha / beta)   6.2498 / 8.8518 eV
Highest occupied orbital energy (alpha / beta)   -0.7466 / -0.8423 hartree
2S+1   4
⟨S²⟩   3.7517



Record 5
Formula: C4H7OTb
Source: the Open Molecules 2025 dataset
Level of theory: the ωB97M-V functional and the def2-TZVPD basis

Structure (XYZ):
```
13
Properties=species:S:1:pos:R:3:forces:R:3:lowdin_spin:R:1
H 2.13807 -0.03363 -0.02812 -0.0315 0.7536 -0.9996 -0.019
C -0.31325 0.27263 -1.19442 2.0832 -1.6702 -0.7302 0.019
C 1.05720 -0.18649 -0.14445 -3.3992 -2.9938 -0.2616 -0.014
C 0.20306 0.61280 0.74176 7.0718 2.8264 -0.7146 -0.362
O 0.10518 0.50780 2.00195 -0.6198 -1.9964 4.7195 -0.046
Tb 0.59399 -0.72230 3.92796 -0.6883 1.3981 -2.2745 6.730
H -0.54585 1.34630 -1.20828 0.4290 -0.3142 0.2660 -0.003
H 0.10430 -0.01314 -2.17490 -0.7435 -0.0073 0.0576 -0.009
H 0.94962 -1.26750 0.02607 -0.4095 -0.4055 -0.6179 0.002
H 1.21508 1.35570 0.38739 -3.9813 1.6431 1.5043 -0.007
C -1.45777 -0.55711 -0.63553 -0.3903 1.4737 -2.3482 0.640
H -2.32929 0.07002 -0.38040 0.4849 -0.5637 0.3294 0.032
H -1.72035 -1.38506 -1.31903 0.1946 -0.1440 1.0698 0.036
```
Positions in Å, forces in eV/Å.

Summary:
Charge   +1
Kohn-Sham gap (alpha / beta)   6.9707 / 3.9322 eV
Highest occupied orbital energy (alpha / beta)   -0.4162 / -0.3561 hartree
2S+1   8
⟨S²⟩   16.5609



Record 6
Formula: C4H7PS
Source: the Open Molecules 2025 dataset
Level of theory: the ωB97M-V functional and the def2-TZVPD basis

Structure (XYZ):
```
13
Properties=species:S:1:pos:R:3:forces:R:3:nbo_charge:R:1
C 0.69639 -0.78806 0.50099 0.3077 0.8378 -2.3720 -0.270
C 0.47219 -1.15363 1.83480 0.2105 -0.6764 1.9220 -0.603
C -0.43273 -0.47209 -0.15644 -1.0202 -1.1062 0.7384 -0.139
C -1.68667 -0.71139 0.61840 2.6161 0.4059 2.4781 -0.714
P -1.11515 -1.34698 2.37489 0.1005 0.4693 -1.5702 0.574
S 1.06936 2.76206 -1.18550 0.6836 -0.2923 0.6122 -0.296
H 1.64894 -0.77615 -0.06421 -0.4066 -0.0128 0.8762 0.224
H 1.31561 -1.32368 2.48737 0.1020 -0.0922 0.1883 0.227
H 2.24536 3.06784 -1.76978 -0.2217 -0.0131 0.0851 0.143
H -0.53857 -0.37909 -1.20420 0.3084 0.5641 -0.9667 0.211
H -2.18146 0.17198 0.96824 -0.5808 0.9060 -0.1900 0.249
H -2.34192 -1.34408 0.13743 -1.6433 -1.3028 -1.0836 0.240
H 1.70433 2.25012 -0.07792 -0.4561 0.3126 -0.7179 0.154
```
Positions in Å, forces in eV/Å.

Summary:
Kohn-Sham gap   8.5300 eV
Energy above the lowest of the compared OMol25 structures with the same formula, charge and spin   15.7 kcal per mole
Highest occupied orbital energy   -0.3071 hartree